C4H12N2O | ωB97M-V with the def2-TZVPD basis set

SMILES: NCNCCCO
E (a.u.): -344.2499
Kohn-Sham gap (Eh): 0.348
LUMO energy (eV): 1.015
Highest occupied orbital energy (eV): -8.45
Relative energy (zero: lowest compared OMol25 entry of this formula, charge and spin) (kJ/mol): 354.7

```
19
Properties=species:S:1:pos:R:3:forces:R:3:mulliken_charge:R:1
N -1.397 2.136 2.495 -2.0 -2.9 -3.2 -0.54
C -0.463 1.812 1.386 -0.1 -2.8 2.0 -0.29
N -0.777 0.496 0.614 2.3 2.3 1.4 -0.29
C 0.489 -0.338 0.271 -1.5 2.7 0.2 -0.48
C 0.399 -0.517 -1.215 -0.8 1.5 -4.6 -0.50
C 0.457 -1.930 -1.878 -2.1 0.8 1.0 -0.52
O 1.662 -2.491 -2.130 2.6 -1.1 -0.1 -0.51
H -1.952 1.284 2.693 0.7 1.4 0.8 0.18
H -1.079 2.746 3.177 0.6 0.6 1.6 0.19
H -0.481 2.628 0.731 0.4 1.0 -1.2 0.24
H 0.492 1.652 1.926 0.1 0.3 -1.1 0.27
H -1.650 0.097 0.891 -0.1 -0.7 0.2 0.17
H 1.327 0.397 0.448 -0.8 -1.1 0.2 0.26
H 0.659 -1.248 0.849 -0.3 0.0 0.0 0.37
H -0.571 -0.097 -1.689 0.8 -0.9 1.7 0.30
H 0.990 0.309 -1.773 0.1 -1.6 0.9 0.30
H 0.114 -2.541 -1.029 -0.7 -0.2 -0.5 0.25
H -0.255 -2.036 -2.770 0.8 0.3 1.2 0.31
H 2.037 -2.358 -2.997 -0.2 0.4 -0.3 0.30
```
Positions in Å, forces in eV/Å.

***

C2H6OS | ωB97M-V with the def2-TZVPD basis set

SMILES: C=O.CS
E (a.u.): -553.1346
Kohn-Sham gap (Eh): 0.335
LUMO energy (eV): -0.060
Highest occupied orbital energy (eV): -9.17
Relative energy (zero: lowest compared OMol25 entry of this formula, charge and spin) (kJ/mol): 180.7

```
10
Properties=species:S:1:pos:R:3:forces:R:3:mulliken_charge:R:1
C 2.477 0.145 0.973 2.1 -0.7 -5.5 -0.13
O 2.877 -0.242 -0.212 -2.2 1.8 6.2 -0.44
H 2.927 -0.251 1.901 -0.2 -0.2 -0.4 0.23
H 1.753 1.002 1.087 0.4 -0.8 -0.2 0.34
C -2.170 -0.112 -0.934 3.4 3.0 -2.2 -0.67
S -1.171 -0.237 0.605 0.6 -0.4 0.5 -0.18
H -2.636 0.863 -0.662 -0.6 -1.1 -0.7 0.24
H -1.449 0.211 -1.932 -2.0 -1.2 2.9 0.25
H -2.780 -0.962 -1.170 -0.3 -0.2 0.1 0.29
H 0.172 -0.418 0.344 -1.2 -0.1 -0.7 0.08
```
Positions in Å, forces in eV/Å.

***

C25H16F5MnN5O3S2Te | ωB97M-V with the def2-TZVPD basis set

<S²>: 0.828
E (a.u.): -4175.9472
Net charge: +2
Kohn-Sham gap (alpha / beta) (Eh): 0.208 / 0.208
LUMO energy (alpha / beta) (eV): -8.770 / -8.762
Highest occupied orbital energy (alpha / beta) (eV): -14.42 / -14.43
Spin multiplicity: 2
Relative energy (zero: lowest compared OMol25 entry of this formula, charge and spin) (kJ/mol): 0.0

```
58
Properties=species:S:1:pos:R:3:forces:R:3:mulliken_charge:R:1
Mn 0.648 -0.079 0.224 0.0 0.1 -0.7 -0.51
O -1.421 -3.121 0.878 0.4 -0.7 0.1 -0.37
C -0.480 -2.678 0.305 0.2 0.1 -0.3 -0.30
N 0.579 -1.920 0.955 -0.7 0.3 0.5 0.59
C 1.113 -2.231 2.083 0.1 -0.1 0.0 1.30
C 1.097 -3.504 2.748 -0.1 0.1 0.0 -0.93
C 1.688 -3.564 3.953 0.0 0.0 0.0 -0.68
C 2.332 -2.405 4.573 0.0 -0.1 0.0 -0.55
C 2.400 -1.194 3.992 0.0 0.0 -0.1 -1.35
C 1.778 -1.057 2.699 0.0 0.0 0.1 0.93
N 1.611 0.001 1.965 -0.2 0.0 0.1 0.35
C 2.015 1.326 2.435 0.0 -0.2 -0.1 -0.56
O 2.945 1.511 3.147 0.0 0.1 0.0 -0.48
C 1.029 2.296 1.930 0.1 0.0 0.0 0.69
C 0.882 3.545 2.484 0.0 0.0 0.0 -0.78
C -0.170 4.334 2.034 0.0 0.0 0.0 -0.60
C -1.010 3.823 1.063 0.0 0.0 0.0 -1.17
C -0.778 2.559 0.540 0.1 0.0 0.0 0.00
N 0.240 1.807 0.960 0.0 0.1 0.4 1.10
C -0.206 -2.612 -1.141 0.0 0.1 0.1 0.45
C -0.674 -3.513 -2.066 0.0 0.0 -0.1 -0.73
C -0.221 -3.380 -3.374 0.0 0.0 0.0 -0.57
C 0.671 -2.365 -3.667 0.1 0.0 0.0 -1.01
C 1.056 -1.473 -2.673 0.0 -0.1 0.0 0.12
N 0.615 -1.588 -1.424 0.0 0.0 -0.1 0.52
H 0.614 -4.356 2.292 0.0 0.0 0.0 0.56
H 1.694 -4.494 4.507 0.0 0.0 0.0 0.48
H 2.774 -2.550 5.550 0.0 0.0 0.0 0.47
H 2.892 -0.358 4.460 0.0 0.0 0.0 0.57
H 1.565 3.867 3.259 0.0 0.0 0.0 0.59
H -0.337 5.318 2.450 0.0 0.0 0.0 0.49
H -1.860 4.384 0.701 0.0 0.0 0.0 0.52
H -1.425 2.142 -0.212 0.0 0.0 0.0 0.49
H -1.359 -4.293 -1.763 0.0 0.0 0.0 0.57
H -0.547 -4.066 -4.143 0.0 0.0 0.0 0.51
H 1.073 -2.244 -4.663 0.0 0.0 0.0 0.48
H 1.738 -0.668 -2.897 0.0 0.0 0.0 0.49
S 2.783 0.539 -0.459 0.1 0.0 0.0 -0.23
C 1.783 1.301 -1.646 0.0 0.0 0.1 0.12
N 0.528 1.004 -1.446 0.0 0.2 -0.2 0.85
C -0.319 1.476 -2.455 0.1 -0.1 0.1 -0.38
C -1.689 1.268 -2.596 0.0 0.0 0.0 -0.11
C -2.313 1.837 -3.690 0.0 0.0 0.0 -0.96
C -1.599 2.591 -4.627 0.0 0.0 0.0 -0.69
C -0.237 2.781 -4.505 0.0 0.0 0.0 -0.60
C 0.399 2.207 -3.409 0.0 0.0 0.0 0.56
S 2.111 2.242 -3.031 -0.1 0.0 0.0 -0.10
H -2.239 0.678 -1.876 0.0 0.0 0.0 0.45
H -3.376 1.692 -3.824 0.0 0.0 0.0 0.49
H -2.121 3.029 -5.467 0.0 0.0 0.0 0.44
H 0.316 3.349 -5.240 0.0 0.0 0.0 0.47
F -3.853 0.665 0.708 0.0 -0.2 -0.2 -0.43
Te -2.630 -0.538 1.419 -0.1 1.8 -0.2 1.49
F -3.792 -1.350 2.568 -0.1 0.2 0.0 -0.30
F -3.372 -1.637 0.117 0.3 -0.5 0.3 -0.43
F -1.316 -1.152 2.630 -0.1 -0.6 -0.2 -0.44
F -2.347 0.981 2.480 0.1 -0.1 0.1 -0.45
O -1.277 -0.161 0.184 -0.3 -0.5 0.5 0.57
```
Positions in Å, forces in eV/Å.